(1)
The following is a quantum chemistry calculation of a structure of composition C17H37NSi4Ti, from OMol25.

```
! wB97M-V def2-TZVPD RIJCOSX def2/J DEFGRID3
* xyz -2 3
Ti 1.623 -0.551 -1.556
Si -0.487 0.035 0.301
Si -2.633 0.733 -0.293
Si 0.251 1.585 1.876
Si -0.685 -2.070 1.260
N 0.698 -1.995 -1.398
C -1.186 -3.267 -0.103
C -3.235 -0.452 -1.631
C 0.859 1.867 -2.681
C 2.225 0.186 -3.611
C -1.148 2.268 2.943
C 4.642 -2.149 -1.284
C -1.979 -2.099 2.642
C 3.584 0.191 -0.365
C 1.557 0.819 2.995
C 1.027 2.964 0.850
C -3.898 0.786 1.105
C 0.833 -0.243 -3.722
C -2.471 2.472 -1.008
C 2.227 1.504 -2.977
C -0.001 0.781 -3.125
C 3.757 -1.156 -0.777
C 0.998 -2.594 1.927
H 0.481 -1.150 -4.185
H 1.941 1.622 3.643
H -2.501 -0.594 -2.434
H -4.830 1.189 0.679
H 1.888 2.608 0.269
H -0.413 -3.252 -0.903
H -1.679 1.474 3.487
H 3.239 0.433 0.677
H 1.749 -2.566 1.123
H 4.022 1.087 -0.958
H 4.178 -3.198 -1.640
H 1.136 0.033 3.634
H -0.695 2.944 3.685
H 0.886 -3.627 2.294
H -4.145 -0.014 -2.067
H -4.117 -0.211 1.508
H 3.084 -0.355 -3.962
H 3.086 2.125 -2.802
H -3.596 1.438 1.933
H -1.949 -3.099 3.101
H 0.524 2.795 -2.261
H -3.488 -1.436 -1.218
H -1.228 -4.266 0.338
H -2.996 -1.926 2.266
H 2.399 0.396 2.436
H -2.081 3.189 -0.274
H 1.817 -2.930 -1.944
H -1.827 2.503 -1.895
H -3.480 2.796 -1.303
H -1.767 -1.359 3.426
H 1.377 3.736 1.553
H -2.158 -3.029 -0.540
H -1.076 0.799 -3.108
H 5.897 -2.059 -1.212
H 0.313 3.423 0.155
H -1.882 2.842 2.362
H 1.334 -1.972 2.767
*
```

For the HOMO energy (alpha / beta), the calculation gives 1.37 / -0.12 eV. The value obtained for the frontier orbital gap (alpha / beta) is 3.692 / 5.154 eV. The strongest force on any atom comes out at 0.093 Eh/bohr.


(2)
The following is a quantum chemistry calculation of a cluster of 2 separate species, C17H38BI2N2O5P2 in total, from OMol25.

```
! wB97M-V def2-TZVPD RIJCOSX def2/J DEFGRID3
* xyz -1 1
I -4.913 0.128 -0.468
I -4.833 -1.485 4.382
P -3.590 2.411 4.049
P -2.380 2.211 1.147
O -2.137 -2.856 0.909
O 1.752 -1.198 -2.400
O -1.609 1.833 -0.317
O -0.549 0.192 1.855
O -3.915 2.275 5.536
N -2.945 0.919 3.479
N 2.896 -0.401 -2.480
C -1.850 -0.457 1.839
C 4.454 1.144 -1.438
C 2.048 1.246 -0.921
C -4.849 -1.263 2.234
C 0.277 -0.328 2.878
C 3.199 0.278 -1.233
C -1.509 -1.164 -0.913
C 4.021 -0.079 -4.576
C 3.966 -0.962 -3.315
C -4.421 0.127 1.681
C 5.338 -0.939 -2.619
C 5.687 0.373 -1.920
C 3.392 -0.641 -0.013
C -3.827 3.238 0.549
C 3.742 -2.406 -3.774
C -6.350 -1.547 1.807
C -2.985 0.602 1.987
B -1.847 -1.475 0.601
H 5.375 -1.744 -1.878
H 1.264 0.136 2.734
H -0.438 -0.885 -1.045
H -1.369 -3.163 1.391
H 4.229 0.964 -4.330
H -3.666 4.318 0.656
H -3.972 3.044 -0.529
H 4.221 -1.341 -0.137
H -1.670 -2.056 -1.540
H -6.941 -0.625 1.737
H -4.782 2.953 1.018
H 2.491 -1.226 0.185
H 6.271 1.013 -2.589
H -6.818 -2.130 2.618
H -0.688 2.014 -0.123
H 4.561 -2.723 -4.430
H -0.084 -0.040 3.885
H 1.131 0.711 -0.663
H 2.817 -2.513 -4.339
H 0.399 -1.421 2.816
H 3.067 -0.109 -5.106
H 6.344 0.155 -1.071
H 3.600 -0.048 0.888
H -1.883 -1.060 2.773
H 2.305 1.894 -0.073
H 4.224 1.923 -2.172
H -2.137 -0.376 -1.356
H -4.283 -2.104 1.810
H -6.414 -2.184 0.918
H 4.704 1.680 -0.516
H 4.801 -0.417 -5.274
H 3.709 -3.093 -2.927
H -1.980 0.884 3.797
H -5.125 0.867 2.095
H -2.671 3.499 3.956
H -4.817 2.723 3.396
H 6.128 -1.181 -3.341
H 1.839 1.886 -1.781
*
```

Its energy above the lowest of the compared OMol25 structures with the same formula, charge and spin is 31.2 kcal/mol. For the HOMO energy, the calculation gives -1.55 eV. The value obtained for the frontier orbital gap is 3.220 eV. The strongest force on any atom comes out at 0.088 Eh/bohr.


(3)
The following is a quantum chemistry calculation of a cluster of 4 separate species, C17H38BO13P in total, from OMol25.

```
! wB97M-V def2-TZVPD RIJCOSX def2/J DEFGRID3
* xyz 0 1
P -1.794 -2.654 2.696
O 1.060 -4.670 -2.449
O -1.406 -0.339 2.051
O -3.075 -3.586 2.631
O -1.092 -2.706 3.977
O -2.479 -1.268 2.296
O -3.759 4.837 2.308
O -3.012 3.618 0.649
O 2.720 0.256 -5.868
O 0.754 -2.588 -0.140
O 2.908 -5.512 -3.271
O 2.367 1.126 -3.888
O -0.941 -3.079 1.423
O 1.055 -1.815 2.061
C -1.063 0.363 3.259
C 1.856 2.120 2.429
C 0.454 1.833 1.847
C 1.531 1.802 -2.942
C -5.325 4.129 0.530
C 1.924 0.696 -5.085
C -5.738 4.881 3.739
C 5.294 -5.418 -2.758
C 0.442 0.712 -5.382
C -4.755 5.673 2.901
C 2.206 -4.484 -2.761
C -3.944 4.187 1.141
C 4.218 -5.356 -3.822
C 2.884 -3.156 -2.525
C 2.397 -2.261 2.249
C 0.758 0.825 -2.084
C -0.669 1.774 2.896
B 0.307 -2.484 1.144
H 3.717 -2.942 -3.189
H -5.214 4.106 -0.551
H 0.073 0.220 -2.679
H 3.098 -1.564 1.797
H -6.445 5.552 4.227
H -0.116 1.473 -4.843
H -0.213 -0.144 3.718
H 0.030 -0.268 -5.141
H -2.851 -4.358 3.165
H -5.207 4.316 4.504
H 2.558 -3.258 1.844
H 6.282 -5.359 -3.216
H -6.301 4.169 3.135
H 0.511 0.897 1.297
H -4.198 6.361 3.534
H 1.446 0.140 -1.587
H 5.220 -6.354 -2.205
H 0.181 2.591 1.117
H 2.141 -2.377 -2.673
H -5.806 3.207 0.851
H -5.253 6.276 2.140
H 0.179 1.351 -1.325
H 2.220 2.376 -2.325
H -0.310 2.221 3.823
H 2.296 2.972 1.916
H 4.278 -4.445 -4.418
H 0.882 2.521 -3.442
H 0.314 0.893 -6.446
H 2.515 1.274 2.257
H 2.587 -2.295 3.319
H 1.815 2.349 3.489
H 3.221 -3.120 -1.490
H 5.199 -4.602 -2.042
H -1.872 0.312 3.980
H -5.965 4.971 0.782
H -1.531 2.362 2.588
H 4.329 -6.191 -4.511
H 0.105 -3.086 -0.650
*
```

As for the SMILES: CCCCOO[P@@](=O)(O)OB(O)OC.CCOC(C)=O.CCOC(C)=O.CCOC(C)=O. For the HOMO energy, the calculation gives -10.17 eV. The value obtained for the frontier orbital gap is 10.747 eV. The strongest force on any atom comes out at 0.015 Eh/bohr.


(4)
The following is a quantum chemistry calculation of a structure of composition C17H38BrN9O4P2S3SbTi, from OMol25.

```
! wB97M-V def2-TZVPD RIJCOSX def2/J DEFGRID3
* xyz 0 4
Sb -0.456 4.260 0.006
Br -4.263 0.829 2.116
Ti -1.494 0.802 -0.110
S 1.128 4.062 1.692
S -2.546 2.870 -0.012
S 0.536 4.173 -2.083
P 1.806 0.786 0.012
P 0.474 -1.696 -0.747
O 1.693 -0.653 -0.775
O -0.810 -1.204 -0.239
O -1.033 0.905 -2.014
O 0.495 1.460 0.003
N 0.432 -2.122 -2.359
N 2.339 0.290 1.497
N -0.999 1.429 4.079
N -2.306 2.473 -3.041
N 3.073 1.426 -0.870
N -3.259 -0.015 -0.362
N 1.024 -2.883 0.304
N -0.343 1.719 -4.016
N -1.257 0.701 1.765
C -0.682 2.723 4.646
C -4.097 -0.382 0.652
C -1.195 1.718 -2.944
C -1.084 1.237 2.803
C 3.603 -0.417 1.537
C 2.072 1.042 2.706
C 2.894 1.521 -2.315
C -0.798 -2.631 -2.925
C -1.533 0.413 4.975
C -3.483 -0.702 -1.536
C -4.943 -1.460 0.632
C 0.014 -3.644 1.014
C 1.628 -2.497 -3.082
C -4.323 -1.774 -1.647
C 2.234 -3.633 0.058
C -5.029 -2.240 -0.525
C 3.625 2.660 -0.323
H 0.396 -3.901 2.004
H 0.028 2.587 5.463
H 2.996 3.526 -0.550
H -2.314 3.228 -3.707
H 2.962 -3.002 -0.442
H 3.717 2.582 0.759
H -0.969 0.433 5.908
H -0.262 2.591 -4.516
H -0.229 3.372 3.896
H 2.049 -4.524 -0.552
H 3.810 -0.862 0.568
H -2.949 -0.324 -2.401
H -0.769 -3.718 -3.048
H 3.541 -1.204 2.292
H 2.283 2.392 -2.585
H 1.747 -3.585 -3.136
H 1.256 1.735 2.524
H -0.960 -2.174 -3.905
H -2.591 0.587 5.185
H -4.460 -2.248 -2.608
H 2.500 -2.073 -2.590
H 4.427 0.256 1.794
H -1.578 3.209 5.036
H 2.435 0.601 -2.678
H 1.568 -2.107 -4.103
H -5.662 -3.110 -0.577
H 1.803 0.356 3.513
H -0.876 -3.026 1.123
H 0.547 1.284 -3.825
H 4.610 2.818 -0.763
H -2.809 2.633 -2.154
H 2.644 -3.951 1.019
H -0.255 -4.567 0.487
H 2.942 1.630 3.009
H 3.883 1.629 -2.766
H -5.544 -1.679 1.499
H -1.623 -2.370 -2.265
H -1.428 -0.571 4.518
*
```

Its energy above the lowest of the compared OMol25 structures with the same formula, charge and spin is 44.7 kcal/mol. For the HOMO energy (alpha / beta), the calculation gives -4.72 / -7.13 eV. The value obtained for the frontier orbital gap (alpha / beta) is 4.983 / 6.393 eV. The strongest force on any atom comes out at 0.084 Eh/bohr.


Copy entry 3 word for word.
The following is a quantum chemistry calculation of a cluster of 4 separate species, C17H38BO13P in total, from OMol25.

```
! wB97M-V def2-TZVPD RIJCOSX def2/J DEFGRID3
* xyz 0 1
P -1.794 -2.654 2.696
O 1.060 -4.670 -2.449
O -1.406 -0.339 2.051
O -3.075 -3.586 2.631
O -1.092 -2.706 3.977
O -2.479 -1.268 2.296
O -3.759 4.837 2.308
O -3.012 3.618 0.649
O 2.720 0.256 -5.868
O 0.754 -2.588 -0.140
O 2.908 -5.512 -3.271
O 2.367 1.126 -3.888
O -0.941 -3.079 1.423
O 1.055 -1.815 2.061
C -1.063 0.363 3.259
C 1.856 2.120 2.429
C 0.454 1.833 1.847
C 1.531 1.802 -2.942
C -5.325 4.129 0.530
C 1.924 0.696 -5.085
C -5.738 4.881 3.739
C 5.294 -5.418 -2.758
C 0.442 0.712 -5.382
C -4.755 5.673 2.901
C 2.206 -4.484 -2.761
C -3.944 4.187 1.141
C 4.218 -5.356 -3.822
C 2.884 -3.156 -2.525
C 2.397 -2.261 2.249
C 0.758 0.825 -2.084
C -0.669 1.774 2.896
B 0.307 -2.484 1.144
H 3.717 -2.942 -3.189
H -5.214 4.106 -0.551
H 0.073 0.220 -2.679
H 3.098 -1.564 1.797
H -6.445 5.552 4.227
H -0.116 1.473 -4.843
H -0.213 -0.144 3.718
H 0.030 -0.268 -5.141
H -2.851 -4.358 3.165
H -5.207 4.316 4.504
H 2.558 -3.258 1.844
H 6.282 -5.359 -3.216
H -6.301 4.169 3.135
H 0.511 0.897 1.297
H -4.198 6.361 3.534
H 1.446 0.140 -1.587
H 5.220 -6.354 -2.205
H 0.181 2.591 1.117
H 2.141 -2.377 -2.673
H -5.806 3.207 0.851
H -5.253 6.276 2.140
H 0.179 1.351 -1.325
H 2.220 2.376 -2.325
H -0.310 2.221 3.823
H 2.296 2.972 1.916
H 4.278 -4.445 -4.418
H 0.882 2.521 -3.442
H 0.314 0.893 -6.446
H 2.515 1.274 2.257
H 2.587 -2.295 3.319
H 1.815 2.349 3.489
H 3.221 -3.120 -1.490
H 5.199 -4.602 -2.042
H -1.872 0.312 3.980
H -5.965 4.971 0.782
H -1.531 2.362 2.588
H 4.329 -6.191 -4.511
H 0.105 -3.086 -0.650
*
```

As for the SMILES: CCCCOO[P@@](=O)(O)OB(O)OC.CCOC(C)=O.CCOC(C)=O.CCOC(C)=O. For the HOMO energy, the calculation gives -10.17 eV. The value obtained for the frontier orbital gap is 10.747 eV. The strongest force on any atom comes out at 0.015 Eh/bohr.


Which of these has the highest strongest force on any atom?
C17H37NSi4Ti